[1]
{"formula": "C16H21IN3Pd", "method": "ωB97M-V/def2-TZVPD", "lumo_ev": [-10.071, -13.404], "homo_lumo_gap_ha": [0.3077, 0.2194], "multiplicity": 5, "s2": 6.04, "homo_ev": [-18.443, -19.374], "charge": 3, "species": ["Pd", "C", "C", "N", "C", "C", "N", "C", "C", "N", "H", "H", "H", "H", "H", "H", "H", "H", "H", "H", "H", "H", "H", "H", "H", "I", "C", "C", "C", "C", "C", "C", "C", "C", "C", "C", "H", "H", "H", "H", "H", "H"], "positions_angstrom": [[-0.490633, 0.040714, -0.064342], [-1.380047, -1.361196, 2.427476], [-1.573152, -2.172821, 1.133602], [-2.160135, -1.371763, 0.056194], [-3.437367, -0.687131, 0.331339], [-3.430852, 0.722102, -0.257853], [-2.173770, 1.465604, 0.009118], [-2.018840, 2.111494, 1.329353], [-1.928436, 1.104332, 2.469655], [-0.955198, 0.025633, 2.148957], [-0.601077, -1.867328, 3.033173], [-2.305729, -1.375703, 3.043870], [-2.194635, -3.047744, 1.360500], [-0.599340, -2.547492, 0.769880], [-2.221781, -1.919684, -0.806884], [-3.633381, -0.672353, 1.420013], [-4.277150, -1.245839, -0.124293], [-4.296765, 1.291512, 0.135613], [-3.542066, 0.672123, -1.354286], [-2.055783, 2.182603, -0.720327], [-2.858190, 2.803424, 1.530208], [-1.097801, 2.718897, 1.283700], [-2.922470, 0.671612, 2.696330], [-1.601897, 1.635459, 3.387421], [-0.088853, 0.227414, 2.664712], [-0.402121, 0.041699, -2.943413], [1.709491, 0.040076, -2.841838], [2.427959, 0.047213, -4.031051], [3.825287, 0.050033, -3.995266], [4.483332, 0.050490, -2.778171], [3.776839, 0.045571, -1.552894], [4.445987, 0.047882, -0.311283], [3.743676, 0.022024, 0.873658], [2.343786, -0.002747, 0.861948], [1.639730, 0.012892, -0.327195], [2.332164, 0.034353, -1.563965], [1.899342, 0.049992, -4.985441], [4.398873, 0.050585, -4.928448], [5.581372, 0.053290, -2.729351], [5.545213, 0.068995, -0.311660], [4.274172, 0.015608, 1.835076], [1.820231, -0.031845, 1.826170]], "forces_ev_per_a": [[-0.72, 0.44, 0.46], [-0.24, -0.73, 0.65], [0.16, -0.65, 0.63], [0.41, -0.13, -0.44], [-0.74, 0.12, 0.28], [-0.47, 0.15, -0.23], [0.38, 0.31, -0.37], [-0.03, 0.59, 0.47], [-0.40, 0.30, 0.47], [0.44, 0.24, 0.08], [-0.50, 0.22, -0.33], [0.61, 0.13, -0.37], [0.10, 0.01, -0.06], [-0.34, 0.04, 0.07], [0.04, 0.09, 0.29], [0.22, -0.10, -0.69], [0.41, 0.18, 0.22], [0.38, -0.22, -0.22], [0.01, 0.01, 0.41], [-0.09, -0.31, 0.39], [0.29, -0.21, -0.16], [-0.35, -0.20, -0.01], [0.65, 0.18, -0.10], [-0.26, -0.26, -0.50], [-0.53, -0.15, -0.29], [0.72, -0.01, -0.24], [-0.57, 0.00, 0.68], [0.56, 0.00, -0.61], [-0.76, -0.01, -1.07], [0.86, 0.02, 0.92], [-0.78, 0.01, 0.55], [0.79, 0.02, -1.09], [-0.32, -0.02, 0.94], [-0.33, 0.00, 0.76], [1.37, -0.02, -1.12], [0.00, -0.02, -0.01], [0.23, 0.00, 0.21], [-0.28, 0.01, 0.35], [-0.49, 0.00, -0.15], [-0.52, -0.02, 0.09], [-0.26, 0.01, -0.46], [0.35, 0.00, -0.39]]}


[2]
{"formula": "C16H21N2O3S", "method": "ωB97M-V/def2-TZVPD", "lumo_ev": -2.684, "homo_lumo_gap_ha": 0.3167, "de_lowest_kj_mol": 0.0, "smiles": "O=S(=O)(c1ccc2ccccc2c1)N1CC[NH+](CCO)CC1", "homo_ev": -11.302, "charge": 1, "species": ["O", "S", "O", "N", "C", "H", "H", "C", "N", "C", "H", "H", "C", "H", "H", "C", "C", "O", "H", "H", "H", "H", "H", "H", "H", "H", "C", "C", "C", "C", "C", "C", "C", "C", "C", "C", "H", "H", "H", "H", "H", "H", "H"], "positions_angstrom": [[-1.086368, -0.693193, 0.760966], [-0.464892, 0.632797, 0.720852], [-0.795994, 1.521277, 1.783271], [-1.037915, 1.376260, -0.710909], [-2.241363, 2.150625, -0.518877], [-2.058414, 2.839405, 0.305218], [-2.420846, 2.728116, -1.428437], [-3.438813, 1.233331, -0.181415], [-3.179679, -0.141038, -0.674473], [-2.551358, -0.079990, -2.009859], [-2.509398, -1.080525, -2.440449], [-3.163116, 0.553785, -2.656253], [-1.126253, 0.490795, -1.851996], [-0.402151, -0.310555, -1.696302], [-0.842102, 1.039452, -2.755010], [-4.371055, -1.002398, -0.622300], [-4.826279, -1.305901, 0.810528], [-5.666924, -2.423271, 0.702664], [-6.019991, -2.662667, 1.566330], [-3.945167, -1.529860, 1.431981], [-5.362388, -0.452771, 1.247524], [-4.137344, -1.966798, -1.079645], [-5.188782, -0.548218, -1.186967], [-2.431046, -0.553696, -0.025729], [-3.572628, 1.189902, 0.899667], [-4.354397, 1.610045, -0.643425], [1.274950, 0.490067, 0.443637], [1.845046, -0.739144, 0.277809], [3.235376, -0.836826, 0.062008], [3.880420, -2.080169, -0.105965], [5.232059, -2.137564, -0.304854], [5.995165, -0.959353, -0.346561], [5.398169, 0.261487, -0.188451], [4.007196, 0.359335, 0.020438], [3.365559, 1.606212, 0.197750], [2.017294, 1.677979, 0.407840], [1.506053, 2.613930, 0.560196], [3.962100, 2.505201, 0.170537], [5.983752, 1.167817, -0.218130], [7.060725, -1.026152, -0.503060], [5.723009, -3.090324, -0.429565], [3.288616, -2.982417, -0.069699], [1.237961, -1.630208, 0.331190]], "forces_ev_per_a": [[0.78, -0.14, 0.19], [-0.25, 0.01, -0.87], [0.22, 0.34, 0.15], [0.77, -0.25, 0.92], [-0.25, 0.23, 0.38], [-0.25, 0.07, -0.14], [0.05, -0.05, 0.06], [-0.06, 0.74, 0.18], [0.21, -0.33, 0.26], [0.38, 0.03, -0.51], [-0.11, 0.06, 0.07], [-0.05, -0.09, 0.10], [0.19, -0.25, -0.30], [-0.06, -0.03, -0.25], [-0.04, -0.12, 0.07], [-0.79, -0.62, 0.23], [0.23, 0.28, 0.11], [-0.11, -0.17, -0.16], [0.03, 0.07, -0.04], [-0.06, 0.11, -0.04], [0.15, -0.04, -0.04], [0.12, 0.15, -0.04], [0.17, 0.04, -0.05], [-0.53, 0.19, -0.36], [-0.05, -0.11, -0.06], [0.01, -0.15, 0.04], [-0.70, -0.31, 0.04], [-0.19, -0.13, 0.05], [0.18, 0.35, 0.00], [0.16, -0.09, -0.02], [-0.27, -0.15, 0.02], [-0.03, 0.29, 0.02], [0.12, -0.10, -0.03], [-0.14, -0.38, 0.00], [-0.39, 0.10, 0.06], [0.35, 0.34, -0.01], [0.06, 0.22, 0.00], [0.03, 0.11, 0.01], [0.08, 0.09, 0.00], [0.10, 0.03, -0.01], [0.01, -0.10, -0.01], [-0.04, -0.12, 0.00], [-0.04, -0.13, -0.01]]}


[3]
{"formula": "C16H21N2O5P", "method": "ωB97M-V/def2-TZVPD", "lumo_ev": -0.380, "homo_lumo_gap_ha": 0.3105, "de_lowest_kj_mol": 0.0, "smiles": "O=[N+]([O-])c1ccccc1.O=[N+]([O-])c1ccccc1.CCCOCP", "homo_ev": -8.828, "species": ["C", "C", "C", "O", "C", "P", "H", "H", "H", "H", "H", "H", "H", "H", "H", "H", "H", "C", "C", "C", "C", "C", "C", "N", "O", "O", "H", "H", "H", "H", "H", "C", "C", "C", "C", "C", "C", "N", "O", "O", "H", "H", "H", "H", "H"], "positions_angstrom": [[3.652965, 0.663169, -2.820578], [3.341731, 2.158726, -2.728068], [2.022972, 2.609377, -3.399240], [1.339459, 1.560519, -4.079203], [0.069800, 1.181027, -3.579270], [-0.014258, 0.472851, -1.829920], [3.417444, 0.283064, -3.813901], [4.706682, 0.473032, -2.619680], [3.069272, 0.082561, -2.106932], [3.336636, 2.468061, -1.680167], [4.160699, 2.710283, -3.195974], [1.347472, 3.049983, -2.662376], [2.221435, 3.377160, -4.149749], [-0.641386, 2.010263, -3.674030], [-0.263131, 0.381626, -4.241630], [1.018432, 1.264300, -1.292044], [-1.017571, 1.351566, -1.362693], [-4.589008, 1.747594, 3.959203], [-4.527485, 2.854240, 3.122066], [-3.473113, 2.996707, 2.233841], [-2.499561, 2.014974, 2.222160], [-2.535271, 0.897927, 3.037284], [-3.601025, 0.772938, 3.914974], [-1.373939, 2.150805, 1.274407], [-1.405714, 3.065173, 0.471351], [-0.483504, 1.326176, 1.342755], [-5.417390, 1.641429, 4.647430], [-5.302258, 3.608352, 3.156923], [-3.387395, 3.838629, 1.563502], [-1.760713, 0.150354, 2.953649], [-3.659202, -0.094128, 4.558998], [2.227537, -4.901612, 0.040793], [1.727986, -5.165152, 1.310003], [0.743084, -4.354318, 1.851479], [0.282197, -3.293658, 1.092612], [0.761626, -3.000607, -0.170556], [1.749229, -3.824176, -0.691938], [-0.780078, -2.433428, 1.664284], [-1.154577, -2.674183, 2.797836], [-1.281431, -1.601774, 0.937681], [2.996887, -5.537727, -0.376908], [2.104113, -6.002677, 1.882058], [0.327285, -4.524041, 2.833087], [0.396389, -2.142627, -0.717561], [2.146681, -3.612736, -1.675961]], "forces_ev_per_a": [[-0.17, 0.05, -0.12], [0.15, 0.05, -0.09], [-0.38, -0.10, 0.06], [0.11, -0.32, 0.17], [-0.03, 0.13, -0.20], [0.15, 0.13, -0.12], [0.07, 0.00, 0.00], [0.02, 0.05, 0.06], [-0.06, -0.02, 0.02], [-0.03, -0.02, -0.01], [-0.01, -0.02, 0.01], [0.04, 0.05, 0.05], [0.07, -0.01, 0.01], [0.05, -0.02, 0.05], [-0.02, 0.09, -0.08], [0.03, 0.05, 0.10], [0.01, -0.10, -0.01], [0.01, 0.00, -0.01], [0.00, 0.05, -0.04], [0.02, -0.05, 0.07], [0.12, -0.02, -0.14], [-0.07, 0.08, -0.04], [0.04, -0.05, 0.01], [0.01, -0.14, 0.02], [-0.02, -0.02, 0.12], [0.01, 0.17, -0.01], [0.00, 0.00, 0.00], [0.00, -0.01, 0.01], [-0.04, 0.01, 0.01], [-0.04, -0.02, 0.05], [-0.01, 0.00, 0.00], [-0.02, 0.01, 0.02], [-0.03, -0.01, 0.04], [0.02, 0.03, -0.07], [-0.03, 0.23, 0.14], [0.14, -0.06, 0.05], [-0.02, 0.06, -0.04], [-0.40, -0.54, -0.32], [0.18, 0.22, 0.08], [0.16, 0.14, 0.11], [0.00, 0.00, 0.00], [0.00, 0.00, -0.02], [0.03, -0.03, 0.00], [-0.09, -0.02, 0.02], [0.01, -0.02, 0.01]]}


[4]
{"formula": "C16H21N3O", "method": "ωB97M-V/def2-TZVPD", "lumo_ev": 0.493, "homo_lumo_gap_ha": 0.3300, "de_lowest_kj_mol": 8.2, "smiles": "O=C(CC1CCCC1)NCCc1cn2ccccc2n1", "homo_ev": -8.487, "species": ["O", "C", "N", "H", "C", "H", "C", "C", "C", "N", "C", "C", "C", "C", "C", "N", "H", "H", "H", "H", "H", "H", "H", "H", "C", "C", "C", "H", "H", "C", "H", "H", "C", "H", "H", "C", "H", "H", "H", "H", "H"], "positions_angstrom": [[3.107405, 2.020589, -0.382183], [2.329944, 1.118402, -0.633813], [1.101067, 1.037741, -0.084295], [0.413792, 0.366325, -0.415419], [0.542835, 2.083238, 0.736024], [0.361019, 1.703030, 1.749091], [-0.775189, 2.589136, 0.134360], [-1.798686, 1.505038, 0.090427], [-3.088172, 1.536364, 0.575139], [-3.629691, 0.317365, 0.310467], [-4.854397, -0.198758, 0.560961], [-5.132742, -1.476640, 0.182870], [-4.152994, -2.257737, -0.464548], [-2.914093, -1.739707, -0.720044], [-2.636024, -0.423223, -0.329836], [-1.535419, 0.295988, -0.462646], [-2.140594, -2.305210, -1.212108], [-4.392814, -3.268097, -0.755375], [-6.107635, -1.890650, 0.381078], [-5.565189, 0.442895, 1.059712], [-3.633202, 2.314915, 1.067829], [-0.579004, 2.941071, -0.881787], [-1.157846, 3.423453, 0.723149], [1.278743, 2.889744, 0.787543], [2.671881, -0.032879, -1.564001], [3.449812, -1.153334, -0.853411], [4.712267, -0.639819, -0.128554], [5.592536, -1.180784, -0.478695], [4.869361, 0.421136, -0.310033], [4.479193, -0.922515, 1.356189], [3.930636, -0.094283, 1.806977], [5.410257, -1.059110, 1.904747], [3.606371, -2.172483, 1.346456], [3.112446, -2.354431, 2.300533], [4.211187, -3.046830, 1.097697], [2.617419, -1.875168, 0.222241], [2.141230, -2.775579, -0.165933], [1.838580, -1.212068, 0.598847], [3.742284, -1.874412, -1.623697], [3.297192, 0.367777, -2.364057], [1.760259, -0.445356, -2.000132]], "forces_ev_per_a": [[0.38, 0.31, 0.05], [-0.19, -0.36, -0.27], [-0.38, -0.04, 0.03], [0.30, -0.01, -0.08], [0.02, 0.28, 0.12], [0.03, 0.12, -0.04], [0.16, -0.13, 0.09], [-0.62, 0.21, 0.21], [0.55, 0.69, 0.06], [0.50, -0.52, -0.38], [-0.66, -0.48, 0.06], [-0.09, 0.36, 0.17], [0.42, 0.01, -0.15], [-0.42, -0.36, 0.01], [-0.04, 0.29, 0.13], [0.08, -0.36, -0.22], [0.09, -0.05, -0.05], [0.01, -0.10, -0.04], [-0.10, 0.04, 0.05], [0.01, 0.04, 0.01], [-0.14, 0.12, 0.10], [-0.01, 0.07, 0.03], [0.01, 0.03, -0.03], [-0.11, -0.11, 0.06], [0.21, 0.00, -0.02], [-0.11, 0.04, -0.13], [0.15, 0.09, 0.03], [0.03, -0.02, -0.01], [0.09, 0.00, -0.05], [0.11, -0.13, -0.02], [-0.02, 0.06, 0.07], [0.02, 0.07, 0.08], [-0.11, 0.09, 0.09], [0.01, -0.09, 0.04], [0.03, -0.07, 0.02], [0.11, -0.21, 0.00], [-0.10, 0.00, -0.02], [-0.05, -0.03, 0.03], [-0.04, 0.06, 0.05], [-0.10, 0.05, 0.00], [-0.04, 0.01, -0.06]]}


[5]
{"formula": "C16H21N3O2S", "method": "ωB97M-V/def2-TZVPD", "lumo_ev": 0.249, "homo_lumo_gap_ha": 0.3200, "de_lowest_kj_mol": 3.1, "smiles": "Cc1cc(=O)[nH]c(SCC(=O)NCC2CCCCC2)c1C#N", "homo_ev": -8.459, "species": ["C", "C", "C", "C", "O", "N", "C", "C", "C", "N", "S", "C", "C", "O", "N", "H", "C", "H", "C", "C", "C", "C", "C", "C", "H", "H", "H", "H", "H", "H", "H", "H", "H", "H", "H", "H", "H", "H", "H", "H", "H", "H", "H"], "positions_angstrom": [[-3.812021, -2.403498, -0.139483], [-3.204882, -1.130356, 0.350014], [-2.998143, -0.879244, 1.667541], [-2.401658, 0.337881, 2.143703], [-2.174000, 0.639835, 3.294071], [-2.058149, 1.254070, 1.125210], [-2.251802, 1.037517, -0.183752], [-2.827414, -0.143310, -0.614322], [-3.015385, -0.381617, -1.987287], [-3.161908, -0.598498, -3.105067], [-1.828234, 2.223056, -1.419185], [-0.954371, 3.539238, -0.503301], [0.287549, 2.986079, 0.188428], [0.353622, 2.942347, 1.400067], [1.244474, 2.554372, -0.645424], [1.067210, 2.552488, -1.639074], [2.399287, 1.819299, -0.178677], [2.431920, 1.948141, 0.905417], [2.318217, 0.326945, -0.528311], [3.561805, -0.395724, -0.009665], [3.497305, -1.885530, -0.333670], [2.245292, -2.509272, 0.274537], [0.998119, -1.801496, -0.243724], [1.060074, -0.309139, 0.064876], [0.173495, 0.174803, -0.349707], [1.052166, -0.155800, 1.146295], [0.104939, -2.231134, 0.215133], [0.920059, -1.944568, -1.324481], [2.200098, -3.571450, 0.027340], [2.286398, -2.418440, 1.361942], [4.388062, -2.384069, 0.052805], [3.480855, -2.022118, -1.417498], [4.457548, 0.043609, -0.454385], [3.625198, -0.263967, 1.072468], [2.279881, 0.223755, -1.619950], [3.300537, 2.258268, -0.617036], [-1.627839, 3.994399, 0.223447], [-0.695760, 4.272249, -1.266953], [-1.556561, 2.070029, 1.471497], [-3.268560, -1.600581, 2.422143], [-3.129029, -2.907616, -0.822693], [-4.726852, -2.194650, -0.693276], [-4.041552, -3.066310, 0.690003]], "forces_ev_per_a": [[-0.02, -0.04, 0.08], [0.08, 0.16, 0.33], [-0.12, -0.31, -0.16], [0.01, 0.10, -0.08], [0.03, 0.01, 0.25], [0.00, 0.12, 0.01], [-0.12, -0.02, -0.42], [0.28, 0.45, 0.71], [0.00, -0.02, -0.32], [-0.07, -0.07, -0.45], [-0.01, 0.18, 0.03], [-0.31, -0.50, 0.11], [-0.25, 0.36, -0.47], [-0.06, -0.04, 0.46], [0.26, 0.07, -0.24], [-0.12, 0.02, 0.12], [0.20, -0.32, -0.03], [0.08, -0.01, -0.10], [-0.01, 0.24, 0.47], [-0.07, -0.05, -0.42], [0.03, 0.02, 0.33], [-0.03, -0.06, -0.34], [0.01, 0.03, 0.29], [-0.02, -0.08, -0.37], [0.00, 0.04, 0.07], [-0.01, 0.07, 0.11], [-0.06, -0.03, -0.07], [-0.05, -0.04, -0.06], [0.01, -0.04, 0.09], [0.01, -0.05, 0.09], [0.04, -0.03, -0.08], [0.05, -0.03, -0.07], [0.06, 0.06, 0.06], [0.03, 0.06, 0.11], [0.01, -0.02, -0.05], [-0.01, -0.02, 0.10], [0.19, 0.03, -0.01], [-0.05, -0.01, -0.01], [0.04, -0.06, -0.05], [-0.02, -0.06, 0.07], [0.01, -0.05, -0.05], [-0.04, -0.03, -0.05], [-0.02, -0.04, 0.02]]}